[1]
58
Properties=species:S:1:pos:R:3 method="wB97M-V/def2-TZVPD" total_charge=+1 e_tot_ha=-3456.13402 lumo_ev=-3.3 mol_weight_g_mol=504.78 e_homo_ev=-11.167
Zn -5.918 -21.716 -22.847
F -4.355 -22.955 -22.428
C -2.707 -21.585 -18.233
O -1.863 -20.761 -17.856
N -3.499 -21.529 -19.336
N -2.788 -22.771 -17.587
H -3.373 -20.835 -20.046
H -4.167 -22.263 -19.485
H -3.346 -23.501 -18.023
H -2.105 -22.950 -16.874
C -0.442 -23.474 -21.502
O 0.766 -23.310 -21.373
N -1.294 -22.457 -21.780
N -1.003 -24.696 -21.313
H -0.901 -21.570 -21.502
H -2.296 -22.546 -21.714
H -2.005 -24.838 -21.364
H -0.353 -25.381 -20.968
C -4.101 -25.476 -19.851
O -4.376 -24.462 -19.183
N -3.894 -26.705 -19.375
N -3.932 -25.391 -21.188
H -3.914 -26.983 -18.408
H -3.656 -27.471 -19.978
H -4.045 -26.135 -21.852
H -4.009 -24.437 -21.536
C -3.434 -19.985 -22.954
O -4.547 -20.170 -22.421
N -2.882 -18.758 -22.930
N -2.816 -20.912 -23.748
H -3.412 -18.015 -22.508
H -1.898 -18.694 -23.123
H -3.193 -21.793 -23.378
H -1.822 -20.792 -23.858
C -2.849 -25.145 -25.543
O -3.954 -24.751 -25.916
N -2.231 -24.600 -24.482
N -2.170 -26.180 -26.118
H -1.393 -25.040 -24.153
H -2.766 -23.841 -24.092
H -1.340 -26.503 -25.657
H -2.503 -26.652 -26.937
C -7.252 -24.359 -23.744
O -7.142 -23.139 -23.526
N -6.177 -25.108 -23.527
N -8.365 -24.999 -24.144
H -6.122 -26.040 -23.899
H -5.306 -24.625 -23.369
H -8.244 -25.979 -24.307
H -9.199 -24.469 -24.324
C -7.032 -22.244 -19.799
O -6.711 -21.948 -20.958
N -7.957 -21.562 -19.093
N -6.668 -23.413 -19.218
H -8.488 -22.052 -18.395
H -8.167 -20.581 -19.149
H -6.918 -23.575 -18.262
H -5.946 -23.905 -19.726

[2]
42
Properties=species:S:1:pos:R:3 method="wB97M-V/def2-TZVPD" e_tot_ha=-810.03765 lumo_ev=0.3 mol_weight_g_mol=224.29 e_homo_ev=-9.356 smiles=CO.CO.CO.CO.CO.CO.CO
C 0.474 3.718 2.343
O 0.963 2.409 2.491
H -0.623 3.768 2.490
H 0.891 4.416 3.062
H 0.564 4.089 1.314
H 0.707 1.922 1.678
C -1.660 -3.621 0.360
O -2.697 -2.796 -0.120
H -0.697 -3.111 0.445
H -1.933 -3.946 1.362
H -1.534 -4.516 -0.258
H -2.452 -2.460 -0.990
C 2.097 -0.594 -2.632
O 2.457 -0.563 -1.261
H 1.332 -1.349 -2.836
H 1.718 0.363 -2.997
H 2.971 -0.814 -3.253
H 3.259 -1.064 -1.120
C -0.788 0.623 0.018
O 0.568 1.012 0.125
H -0.929 -0.443 0.233
H -1.414 1.216 0.678
H -1.163 0.695 -1.014
H 1.107 0.398 -0.398
C 3.440 2.987 -0.104
O 4.644 3.620 -0.523
H 3.344 3.169 0.965
H 2.578 3.497 -0.556
H 3.346 1.923 -0.324
H 4.878 3.309 -1.402
C -2.002 -2.941 -3.295
O -1.348 -1.855 -2.629
H -1.865 -2.878 -4.379
H -1.548 -3.881 -2.995
H -3.070 -2.890 -3.072
H -1.451 -1.018 -3.085
C -2.398 -0.014 3.622
O -1.782 -1.242 3.201
H -2.082 0.811 2.995
H -3.477 -0.177 3.539
H -2.160 0.167 4.674
H -2.266 -1.940 3.647

[3]
43
Properties=species:S:1:pos:R:3 method="wB97M-V/def2-TZVPD" e_tot_ha=-885.38105 lumo_ev=0.2 mol_weight_g_mol=240.29 e_homo_ev=-9.435 smiles="C/C=C/CCCCO.O.O.O.O.O.O.O"
C 3.137 1.710 1.996
C 2.634 1.371 0.629
C 1.769 2.110 -0.051
C 1.053 1.591 -1.289
C 0.066 2.612 -1.857
C -1.192 2.809 -1.010
C -2.147 1.642 -1.069
O -2.903 1.583 -2.309
H 3.968 2.417 1.863
H 3.483 0.869 2.590
H 2.435 2.237 2.626
H 3.015 0.464 0.165
H 1.391 3.040 0.361
H 1.728 1.266 -2.085
H 0.491 0.744 -0.916
H 0.572 3.573 -1.972
H -0.231 2.352 -2.871
H -1.714 3.666 -1.427
H -1.000 3.069 0.025
H -1.598 0.697 -1.052
H -2.931 1.723 -0.327
H -2.344 1.847 -3.052
O -2.249 -1.506 -3.603
H -2.452 -0.766 -4.188
H -1.988 -1.039 -2.801
O -0.677 -4.859 -0.820
H 0.070 -4.266 -0.995
H -1.460 -4.382 -1.127
O -0.034 1.731 3.249
H 0.390 1.026 2.750
H 0.631 2.269 3.679
O 2.150 -1.198 3.551
H 2.884 -1.420 2.975
H 1.354 -1.690 3.309
O 1.064 -2.660 -0.351
H 0.667 -3.060 0.440
H 2.003 -2.817 -0.452
O -0.518 -2.263 2.250
H -1.224 -2.341 2.903
H -0.882 -1.952 1.400
O -1.489 -1.782 -0.284
H -2.101 -1.038 -0.287
H -0.704 -1.595 -0.816

Ordered energy relative to the best compared isomer or geometry (same formula, charge and spin) results: 29.3 83.7 38.6; unit kcal/mol.
Ordered orbital gap results: 0.289 0.356 0.353; unit Eh.